ORCA calculation (the ωB97M-V functional and the def2-TZVPD basis) on a 3-piece molecular cluster, C14H33N2O5 overall in a non-equilibrium geometry.

```
! RIJCOSX wB97M-V def2-TZVPD def2/J DEFGRID3
* xyz -1 1
C -3.3846 -1.5700 1.7704
C -3.6497 -0.5152 0.7012
O -2.7141 -0.5189 -0.3439
C -1.7159 0.4789 -0.2680
C -0.3234 -0.1658 -0.4288
C -0.0141 -1.1059 0.7546
N 1.3514 -0.8701 1.2744
C 1.3974 -1.2133 2.6905
C 1.3473 -0.0036 3.6525
N 0.5487 1.1374 3.1398
C -0.2115 -2.6041 0.4173
O 0.4051 -3.4533 1.1302
O -0.9626 -2.8954 -0.5277
H -4.3159 -1.7694 2.3054
H -2.6738 -1.2175 2.5176
H -2.9764 -2.4866 1.3546
H -3.7710 0.4642 1.1761
H -4.6173 -0.7573 0.2519
H -1.8344 1.1420 -1.1314
H -1.7491 1.0390 0.6666
H -0.3735 -0.7468 -1.3469
H 0.4416 0.6101 -0.5031
H -0.6940 -0.7725 1.5440
H 1.5896 0.1043 1.1524
H 2.3397 -1.7356 2.8776
H 0.6107 -1.9053 2.9590
H 2.3381 0.3605 3.9261
H 0.8706 -0.3380 4.5753
H -0.2036 1.3650 3.7731
H 1.1244 1.9654 3.0982
C 4.1941 -2.1476 -0.8049
C 4.5241 -3.6303 -0.7778
C 4.1376 -4.3018 -2.0889
O 3.8450 -4.2504 0.3095
H 3.1191 -2.0052 -0.9348
H 4.4638 -1.6851 0.1448
H 4.7204 -1.6267 -1.6102
H 5.5929 -3.7705 -0.5963
H 3.0626 -4.2110 -2.2613
H 4.3706 -5.3676 -2.0554
H 4.6654 -3.8550 -2.9352
H 2.8894 -4.1364 0.1892
C -2.2526 6.1851 -2.1554
C -1.9718 4.6900 -2.0940
C -2.2248 4.0241 -3.4381
O -2.7857 4.0845 -1.0949
H -3.3000 6.3686 -2.4117
H -2.0726 6.6475 -1.1841
H -1.6225 6.6774 -2.8984
H -0.9368 4.5242 -1.7929
H -3.2716 4.1410 -3.7335
H -2.0250 2.9543 -3.3765
H -1.5939 4.4530 -4.2189
H -3.7071 4.2157 -1.3393
*
```

Summary:
Orbital gap = 0.23629 Ha
Lowest unoccupied orbital energy = 2.540 eV
Largest force on an atom = 1.55 eV Å⁻¹

natural (NBO) population analysis, charges in e, atoms 1 to 2: number 1, C, carries -0.643; number 2, C, carries -0.047